Record 1
17
Properties=species:S:1:pos:R:3 method="wB97M-V/def2-TZVPD" energy_ev=-9869.443 multiplicity=1 total_charge=+1 lumo_energy_ev=-2.882 homo_lumo_gap_ev=12.27
N 0.67 0.08 0.47
H 1.05 0.93 0.03
H 1.32 -0.75 0.38
H 0.47 0.37 1.42
H -0.17 -0.30 -0.01
H -1.72 -0.31 -2.17
H -2.18 -0.68 -0.84
O -1.38 -0.34 -1.29
H 3.50 -2.11 0.75
H 3.26 -1.50 -0.64
O 2.86 -1.58 0.25
H -3.82 -1.27 1.00
H -3.08 -0.54 2.16
O -3.00 -0.87 1.24
H 1.51 3.11 -0.83
H 0.06 3.06 -1.27
O 0.65 2.70 -0.64

---

Record 2
19
Properties=species:S:1:pos:R:3 method="wB97M-V/def2-TZVPD" energy_ev=-11394.420 multiplicity=1 total_charge=+1 lumo_energy_ev=-3.420 homo_lumo_gap_ev=10.13
C -0.29 -2.11 -0.23
C -0.49 -0.66 -0.46
C -0.19 0.08 -1.57
N -0.70 1.39 -1.39
C -1.42 1.38 -0.20
N -1.29 0.19 0.46
H -1.21 -2.70 -0.19
H 0.30 -2.45 0.63
H 0.33 -2.58 -0.99
H 0.37 -0.31 -2.43
H -1.09 2.00 -2.15
H -2.03 2.17 0.13
H -1.15 -0.01 1.40
H 0.71 2.07 2.02
H 1.25 3.06 0.82
O 0.42 2.45 1.13
H 2.04 -1.50 1.79
H 2.41 -1.49 0.25
O 2.02 -0.99 0.99

---

Record 3
18
Properties=species:S:1:pos:R:3 method="wB97M-V/def2-TZVPD" energy_ev=-18140.871 multiplicity=1 total_charge=-1 smiles=CN[C@H](CN)C[S-] lumo_energy_ev=3.619 homo_lumo_gap_ev=6.31
C 1.46 -1.81 0.69
N 0.73 -0.56 1.04
C -0.08 0.08 -0.06
C 0.03 1.54 -0.06
N -0.30 2.05 -1.46
C -1.56 -0.30 -0.01
S -2.70 0.21 -1.37
H 1.83 -2.39 1.61
H 0.70 -2.41 0.12
H 2.45 -1.81 0.13
H 1.42 -0.01 1.67
H 0.34 -0.30 -0.98
H 1.09 1.94 0.23
H -0.75 1.99 0.74
H -1.26 1.74 -1.52
H 0.22 1.23 -1.84
H -2.01 0.22 0.84
H -1.61 -1.41 0.25

---

Largest force on an atom, record by record: 0.0348 0.1142 0.0890 hartree/bohr
E_HOMO, record by record: -0.5569 -0.4981 -0.0989 Eh
Relative energy (zero: lowest compared OMol25 entry of this formula, charge and spin), record by record: 0.612 1.704 2.227 eV